313
Properties=species:S:1:pos:R:3 method="wB97M-V/def2-TZVPD" charge=+3 lumo_energy_ha=-0.2314 homo_energy_ev=-10.64 energy_ev=-323088.6665 homo_lumo_gap_ev=4.34
C 3.921 -5.434 -5.474
C 3.156 -5.090 -4.165
N 3.365 -6.074 -3.057
C 2.738 -7.416 -3.465
C 4.885 -6.364 -2.725
C 5.855 -5.166 -2.741
C 2.686 -5.521 -1.733
C 1.309 -4.777 -1.877
O 0.487 -5.608 -2.636
C -0.787 -5.154 -2.714
H 3.838 -4.528 -6.075
H 3.382 -6.246 -5.962
H 4.964 -5.749 -5.429
H 2.083 -5.134 -4.353
H 3.464 -4.155 -3.696
H 3.223 -7.769 -4.375
H 1.672 -7.283 -3.651
H 2.814 -8.090 -2.611
H 5.270 -7.004 -3.519
H 4.862 -6.927 -1.792
H 5.534 -4.338 -2.110
H 5.981 -4.706 -3.721
H 6.818 -5.337 -2.259
H 3.501 -4.995 -1.236
H 2.498 -6.392 -1.104
H 1.438 -3.812 -2.367
H 0.966 -4.698 -0.845
H -0.891 -4.187 -3.207
H -1.243 -5.028 -1.732
H -1.392 -5.948 -3.151
C 3.139 3.819 7.120
C 4.653 3.693 6.721
N 5.093 4.705 5.559
C 4.238 5.975 5.547
C 6.577 5.094 5.666
C 7.567 4.013 5.887
C 5.018 4.211 4.101
C 3.614 3.602 3.659
O 2.972 4.744 3.004
C 3.212 4.842 1.577
H 2.818 4.845 7.298
H 3.062 3.374 8.112
H 2.483 3.391 6.362
H 4.979 2.688 6.455
H 5.280 3.895 7.590
H 4.635 6.706 4.842
H 4.193 6.512 6.494
H 3.217 5.797 5.209
H 6.580 5.766 6.524
H 6.865 5.833 4.918
H 8.559 4.458 5.802
H 7.577 3.177 5.188
H 7.660 3.637 6.906
H 5.750 3.452 3.825
H 5.254 5.069 3.473
H 3.086 3.197 4.523
H 3.772 2.767 2.976
H 2.985 5.866 1.282
H 2.521 4.102 1.173
H 4.231 4.623 1.257
C -2.595 7.702 4.882
C -1.786 6.534 5.570
N -0.621 6.049 4.642
C 0.008 4.851 5.423
C -1.290 5.585 3.307
C -0.192 5.058 2.266
C 0.435 7.123 4.377
C 0.782 8.106 5.545
O 1.126 7.368 6.679
C 1.177 8.169 7.887
H -2.023 8.500 4.409
H -3.329 8.111 5.576
H -3.225 7.414 4.040
H -2.389 5.634 5.694
H -1.262 6.873 6.463
H -0.746 4.070 5.518
H 0.448 5.236 6.344
H 0.815 4.391 4.853
H -1.798 6.410 2.807
H -1.978 4.776 3.554
H 0.285 5.918 1.795
H -0.816 4.536 1.541
H 0.566 4.370 2.640
H 0.070 7.684 3.516
H 1.305 6.538 4.078
H -0.136 8.638 5.793
H 1.558 8.846 5.348
H 0.528 7.858 8.706
H 1.102 9.237 7.680
H 2.127 7.896 8.347
C 8.608 0.977 1.660
C 7.187 0.518 1.996
N 6.232 0.409 0.857
C 4.906 -0.157 1.425
C 6.029 1.911 0.405
C 5.007 2.131 -0.732
C 6.751 -0.384 -0.355
C 7.161 -1.837 -0.124
O 8.372 -1.953 0.638
C 9.164 -3.138 0.365
H 8.880 0.566 0.688
H 9.239 0.459 2.382
H 8.854 2.036 1.743
H 6.871 1.155 2.822
H 7.195 -0.500 2.385
H 5.121 -1.159 1.794
H 4.249 -0.358 0.579
H 4.494 0.434 2.244
H 6.984 2.338 0.097
H 5.741 2.380 1.347
H 4.828 3.205 -0.790
H 4.086 1.634 -0.426
H 5.358 1.799 -1.709
H 7.545 0.239 -0.768
H 5.945 -0.351 -1.087
H 7.233 -2.275 -1.119
H 6.270 -2.363 0.220
H 8.582 -4.060 0.355
H 9.902 -3.328 1.144
H 9.621 -2.982 -0.612
C -0.806 -1.509 -5.287
O -0.519 -2.047 -6.497
C 0.692 -2.715 -6.702
C 0.728 -3.246 -8.143
N -0.655 -3.862 -8.396
H -1.353 -3.344 -7.882
H -0.963 -3.650 -9.334
C -0.776 -5.362 -8.094
C -2.257 -5.809 -8.148
O -3.012 -5.221 -7.211
C -4.099 -5.977 -6.936
H -0.005 -0.830 -4.993
H -1.234 -2.154 -4.520
H -1.589 -0.771 -5.464
H 0.773 -3.463 -5.914
H 1.533 -2.037 -6.560
H 1.490 -3.923 -8.531
H 0.887 -2.471 -8.892
H -0.348 -5.642 -7.131
H -0.181 -5.918 -8.818
H -2.172 -6.893 -8.069
H -2.680 -5.560 -9.122
H -4.885 -5.916 -7.689
H -4.473 -5.399 -6.091
H -3.853 -6.970 -6.558
C -3.045 5.682 -3.571
O -3.586 6.205 -2.339
C -4.883 5.652 -2.017
C -5.276 5.980 -0.607
N -5.569 7.498 -0.382
H -6.282 7.892 -0.980
H -5.996 7.578 0.530
C -4.351 8.387 -0.279
C -4.856 9.665 0.478
O -5.847 10.376 -0.399
C -6.511 11.424 0.265
H -1.989 5.925 -3.686
H -3.675 6.098 -4.358
H -3.133 4.599 -3.652
H -4.871 4.564 -2.085
H -5.597 6.029 -2.749
H -4.587 5.565 0.128
H -6.200 5.436 -0.410
H -3.918 8.569 -1.262
H -3.557 7.811 0.197
H -3.988 10.257 0.766
H -5.355 9.381 1.404
H -7.175 11.007 1.022
H -7.156 12.009 -0.390
H -5.878 12.092 0.849
C 2.141 1.993 -4.571
O 3.177 1.261 -5.270
C 4.072 2.013 -6.033
C 5.455 1.522 -5.671
N 5.806 0.048 -6.069
H 5.697 -0.145 -7.055
H 6.788 -0.188 -6.052
C 4.981 -1.052 -5.304
C 5.726 -2.428 -5.341
O 5.756 -2.764 -6.792
C 6.577 -3.898 -7.184
H 1.331 2.093 -5.294
H 2.339 2.886 -3.978
H 1.642 1.364 -3.834
H 3.980 3.066 -5.768
H 3.944 1.972 -7.115
H 5.742 1.519 -4.620
H 6.241 2.152 -6.088
H 3.982 -0.977 -5.733
H 4.714 -0.738 -4.295
H 5.039 -3.152 -4.902
H 6.729 -2.370 -4.920
H 7.641 -3.667 -7.120
H 6.193 -4.148 -8.173
H 6.482 -4.793 -6.569
C 0.385 5.935 -1.428
O 1.190 4.818 -1.954
C 1.032 3.578 -1.226
C -0.250 2.878 -1.672
N -0.263 1.487 -1.103
H 0.602 0.993 -0.937
H -0.761 1.506 -0.225
C -1.033 0.502 -1.999
C -1.155 -0.901 -1.450
O -2.049 -0.916 -0.333
C -2.251 -2.149 0.370
H 0.842 6.217 -0.479
H -0.659 5.750 -1.177
H 0.523 6.818 -2.052
H 1.038 3.678 -0.141
H 1.961 3.041 -1.414
H -0.368 2.845 -2.756
H -1.102 3.305 -1.144
H -0.513 0.509 -2.958
H -2.018 0.920 -2.206
H -0.163 -1.289 -1.216
H -1.528 -1.555 -2.238
H -2.914 -1.973 1.217
H -1.313 -2.547 0.758
H -2.725 -2.810 -0.355
C -2.170 -1.675 6.656
O -3.184 -2.402 5.965
C -2.945 -2.557 4.546
C -4.094 -3.114 3.710
N -4.540 -4.501 4.191
H -3.756 -5.138 4.204
H -4.860 -4.623 5.142
C -5.627 -5.074 3.259
C -6.186 -6.457 3.797
O -6.380 -6.472 5.207
C -6.620 -7.729 5.753
H -1.669 -0.945 6.019
H -1.480 -2.481 6.905
H -2.484 -1.370 7.654
H -2.102 -3.246 4.485
H -2.501 -1.702 4.037
H -3.705 -3.319 2.713
H -4.961 -2.455 3.667
H -5.196 -5.192 2.265
H -6.379 -4.289 3.178
H -5.478 -7.212 3.457
H -7.046 -6.792 3.217
H -7.599 -7.676 6.231
H -5.913 -8.112 6.488
H -6.649 -8.542 5.028
N -2.181 2.699 -5.561
O -2.666 2.955 -6.688
O -1.110 3.191 -5.205
O -2.748 1.952 -4.745
N 2.790 -1.205 -2.222
O 2.606 -0.231 -1.462
O 3.775 -1.903 -2.101
O 1.919 -1.394 -3.041
C -2.801 -6.142 7.018
F -2.216 -4.952 6.932
F -2.473 -6.656 8.199
F -4.060 -6.023 7.088
S -2.287 -7.281 5.564
O -0.949 -7.777 5.903
O -3.284 -8.314 5.606
N -2.433 -6.212 4.203
S -1.609 -6.958 3.188
O -0.164 -6.867 3.520
O -2.024 -8.328 2.764
C -1.880 -5.781 1.750
F -1.161 -6.340 0.768
F -3.151 -5.651 1.350
F -1.376 -4.588 2.016
C -7.072 -0.304 -0.268
F -6.918 -1.260 -1.094
F -6.191 0.667 -0.607
F -8.253 0.186 -0.427
S -6.749 -0.996 1.515
O -5.795 -2.082 1.338
O -6.272 0.153 2.293
N -8.328 -1.596 1.930
S -8.361 -1.327 3.481
O -7.316 -1.971 4.264
O -8.567 0.101 3.799
C -9.985 -2.239 4.177
F -11.049 -1.722 3.534
F -9.997 -3.550 4.038
F -10.120 -1.937 5.458
C -4.145 -4.230 -2.893
F -3.617 -4.820 -1.865
F -3.964 -2.951 -2.828
F -3.555 -4.536 -4.037
S -6.030 -4.786 -2.988
O -6.374 -4.668 -1.560
O -6.631 -3.748 -3.836
N -6.002 -6.463 -3.624
S -7.251 -6.428 -4.544
O -8.530 -6.066 -3.834
O -7.005 -5.756 -5.777
C -7.407 -8.315 -5.119
F -8.389 -8.485 -6.008
F -6.236 -8.670 -5.709
F -7.754 -9.046 -4.050
C 1.187 0.583 1.997
F 1.807 0.009 3.005
F 1.888 1.513 1.367
F 0.770 -0.321 1.077
S -0.430 1.268 2.794
O -0.871 0.055 3.537
O 0.004 2.349 3.692
N -1.280 1.744 1.351
S -2.690 1.650 1.922
O -3.307 0.307 1.944
O -2.830 2.396 3.197
C -3.692 2.655 0.514
F -4.981 2.675 0.931
F -3.232 3.897 0.336
F -3.665 1.992 -0.636